[1]
# C22H46BrN3O3P

A cluster of 3 separate species, C22H46BrN3O3P in total in a non-equilibrium geometry (wB97M-V/def2-TZVPD, OMol25).

The geometry in ORCA input format:
```
! RIJCOSX wB97M-V def2-TZVPD def2/J DEFGRID3
* xyz 1 3
O -0.728 3.358 0.239
P 0.720 3.996 0.437
Br 2.076 2.494 -0.442
N 1.077 3.475 2.204
C 1.911 4.530 2.909
C 1.710 4.261 4.413
C 0.544 3.249 4.478
C -0.101 3.267 3.097
H -0.870 2.414 0.433
H 1.604 2.600 2.194
H 1.486 5.493 2.633
H 2.941 4.434 2.577
H 2.596 3.821 4.859
H 1.464 5.199 4.900
H -0.154 3.390 5.297
H 0.978 2.254 4.603
H -0.559 2.299 2.891
H -0.847 4.044 2.948
C -3.578 -3.238 3.454
C -2.948 -1.914 3.907
C -3.902 -1.140 4.820
C -5.116 -0.583 4.083
C -4.698 0.275 2.891
C -3.704 -0.409 1.942
N -2.593 -1.033 2.741
O -1.652 -0.202 3.009
C -4.413 -1.443 1.059
C -3.094 0.626 1.000
C -1.666 -2.269 4.652
H -3.530 -3.944 4.282
H -4.623 -3.156 3.173
H -3.026 -3.665 2.616
H -3.351 -0.313 5.281
H -4.215 -1.803 5.630
H -5.774 -1.392 3.757
H -5.707 0.026 4.769
H -5.575 0.566 2.308
H -4.246 1.201 3.263
H -3.688 -2.034 0.498
H -5.050 -0.920 0.346
H -5.052 -2.122 1.613
H -2.670 1.466 1.551
H -3.878 1.009 0.347
H -2.315 0.177 0.380
H -0.985 -2.828 4.009
H -1.927 -2.896 5.504
H -1.150 -1.387 5.019
C 2.442 -1.580 -2.796
C 3.317 -0.592 -3.579
C 2.464 0.524 -4.189
C 1.581 0.039 -5.336
C 2.407 -0.664 -6.412
C 3.326 -1.772 -5.879
N 4.080 -1.263 -4.682
O 5.141 -0.618 -5.002
C 2.523 -3.034 -5.544
C 4.343 -2.160 -6.947
C 4.325 -0.016 -2.591
H 2.164 -1.122 -1.845
H 1.517 -1.843 -3.300
H 2.990 -2.497 -2.580
H 3.131 1.309 -4.559
H 1.854 0.969 -3.396
H 0.794 -0.623 -4.963
H 1.070 0.894 -5.783
H 1.748 -1.105 -7.163
H 3.021 0.079 -6.928
H 3.149 -3.761 -5.024
H 2.180 -3.487 -6.474
H 1.639 -2.848 -4.941
H 4.887 -1.298 -7.322
H 3.810 -2.623 -7.779
H 5.065 -2.877 -6.555
H 4.932 -0.804 -2.145
H 3.776 0.489 -1.793
H 4.991 0.702 -3.061
*
```

Values from the calculation:
Max |F| in eV Å⁻¹: 1.04
Kohn-Sham gap (alpha / beta) in eV: 6.58 / 7.73

[2]
# C22H46Cl12

A cluster of 7 separate species, C22H46Cl12 in total in a non-equilibrium geometry (wB97M-V/def2-TZVPD, OMol25).

The geometry in ORCA input format:
```
! RIJCOSX wB97M-V def2-TZVPD def2/J DEFGRID3
* xyz 1 2
C 9.248 22.748 1.017
C 10.087 21.688 1.734
C 9.253 20.334 1.693
C 10.068 19.267 2.428
C 9.302 17.959 2.571
C 10.029 16.980 3.479
H 8.231 22.739 1.408
H 9.028 22.457 -0.010
H 9.605 23.776 0.951
H 11.059 21.553 1.258
H 10.266 21.852 2.796
H 9.152 19.986 0.665
H 8.302 20.466 2.209
H 10.934 19.056 1.801
H 10.419 19.550 3.419
H 8.393 18.319 3.053
H 9.146 17.637 1.541
H 9.407 16.145 3.801
H 10.985 16.768 3.000
H 10.241 17.466 4.431
C 16.936 20.078 0.276
C 16.574 21.447 -0.229
C 15.386 22.148 0.420
C 15.187 23.569 -0.164
C 13.948 24.222 0.440
C 12.746 23.960 -0.554
H 18.015 19.924 0.251
H 16.373 19.254 -0.161
H 16.762 20.003 1.349
H 17.470 22.063 -0.150
H 16.439 21.351 -1.306
H 15.557 22.361 1.475
H 14.472 21.557 0.375
H 16.089 24.139 0.059
H 15.254 23.504 -1.250
H 13.643 23.697 1.344
H 14.116 25.275 0.667
H 11.766 24.194 -0.139
H 12.873 24.674 -1.368
H 12.783 22.958 -0.982
C 6.682 30.313 1.705
C 7.545 31.584 1.422
C 8.366 32.116 2.559
C 9.416 31.174 3.194
C 9.978 31.656 4.519
C 11.068 30.583 4.965
H 6.252 30.039 0.742
H 5.929 30.415 2.486
H 7.291 29.489 2.077
H 8.241 31.388 0.607
H 6.874 32.354 1.042
H 7.779 32.623 3.325
H 8.924 32.929 2.096
H 8.998 30.219 3.512
H 10.189 30.901 2.477
H 10.441 32.623 4.326
H 9.213 31.865 5.267
H 11.710 31.042 5.716
H 10.565 29.730 5.421
H 11.709 30.244 4.151
C 11.847 26.082 3.801
Cl 12.671 27.376 2.938
Cl 11.308 26.481 5.484
Cl 12.804 24.574 3.878
H 10.958 25.919 3.191
C 9.999 23.751 -4.483
Cl 8.701 22.604 -4.877
Cl 11.362 22.898 -3.760
Cl 9.304 25.081 -3.512
H 10.274 24.357 -5.347
C 9.801 27.398 -0.902
Cl 9.172 28.975 -0.407
Cl 9.879 26.350 0.608
Cl 11.498 27.634 -1.488
H 9.207 26.975 -1.712
C 14.437 29.038 0.028
Cl 15.316 29.531 -1.424
Cl 13.270 30.347 0.398
Cl 15.553 28.832 1.391
H 13.842 28.143 -0.156
*
```

Values from the calculation:
Max |F| in eV Å⁻¹: 2.40
Kohn-Sham gap (alpha / beta) in eV: 9.79 / 2.32

[3]
# C22H47AlBCl7NNaO19PS

A structure of composition C22H47AlBCl7NNaO19PS in a non-equilibrium geometry (wB97M-V/def2-TZVPD, OMol25).

The geometry in ORCA input format:
```
! RIJCOSX wB97M-V def2-TZVPD def2/J DEFGRID3
* xyz 3 1
C -0.343 -4.460 6.763
C 0.046 -3.842 5.294
O -0.737 -4.577 4.289
B 0.072 -4.870 3.069
O 1.132 -5.889 3.199
C -0.292 -4.087 1.629
O -0.845 -4.974 0.603
C 0.141 -5.803 -0.075
C 0.902 -3.079 1.145
N 0.406 -1.704 0.668
P 2.108 -2.667 2.619
C 3.713 -3.671 2.263
O 2.598 -0.999 2.517
H -1.512 -4.612 6.929
H -0.008 -3.723 7.639
H 0.138 -5.521 6.987
H -0.325 -2.711 5.270
H 1.194 -3.883 5.074
H 2.005 -5.501 3.499
H -1.199 -3.371 1.940
H 0.672 -5.229 -0.977
H -0.404 -6.742 -0.572
H 1.003 -6.241 0.578
H 1.597 -3.476 0.295
H 0.509 -1.659 -0.369
H -0.566 -1.515 0.993
H 3.538 -4.291 1.264
H 4.634 -2.940 2.172
H 3.916 -4.430 3.133
H 3.618 -0.941 2.525
Na 1.786 -4.994 7.283
C -2.938 0.830 0.482
C -1.722 1.461 -0.114
O -2.244 2.227 -1.183
C -3.551 2.487 -0.884
O -4.258 3.265 -1.504
O -3.963 1.764 0.198
H -2.842 0.676 1.561
H -3.189 -0.125 0.008
H -1.214 2.132 0.586
H -1.006 0.721 -0.481
O -6.753 0.519 1.003
H -6.976 0.115 0.151
H -5.880 0.911 0.855
O -1.451 1.869 2.621
Cl -1.493 2.002 4.064
O -0.363 2.794 4.510
O -1.433 0.688 4.674
O -2.726 2.659 4.453
C -0.749 4.270 -3.676
C -0.400 5.716 -3.919
C -0.245 6.246 -2.510
O 0.217 5.154 -1.704
C 0.091 3.942 -2.461
H -0.539 3.618 -4.528
H -1.813 4.181 -3.430
H 0.557 5.782 -4.451
H -1.152 6.258 -4.499
H -1.206 6.579 -2.103
H 0.466 7.075 -2.450
H 1.098 3.622 -2.749
H -0.358 3.163 -1.838
C 0.549 -3.528 11.788
Cl 0.613 -4.832 12.987
Cl 2.121 -3.337 10.993
Cl -0.719 -3.844 10.592
H 0.310 -2.596 12.306
O 0.473 -1.555 -2.735
S 1.030 -0.923 -3.912
O 0.198 -0.325 -4.932
O 2.070 -1.958 -4.625
C 1.593 -3.241 -5.009
C 0.707 -3.161 -6.238
C 2.224 0.286 -3.397
H 1.074 -3.725 -4.175
H 2.471 -3.854 -5.243
H -0.215 -2.610 -6.026
H 0.426 -4.163 -6.581
H 1.218 -2.636 -7.050
H 2.886 -0.159 -2.652
H 1.679 1.126 -2.961
H 2.786 0.623 -4.270
Al 1.384 3.254 5.195
C -0.811 2.425 -7.697
C 0.151 3.585 -7.860
C 0.806 3.634 -9.207
O 2.041 4.270 -8.929
C 2.333 4.000 -7.622
O 3.408 4.222 -7.095
O 1.258 3.444 -6.983
H -1.288 2.466 -6.712
H -1.592 2.444 -8.463
H -0.285 1.465 -7.748
H -0.352 4.530 -7.624
H 0.226 4.216 -9.928
H 1.011 2.644 -9.631
C -0.765 5.523 8.635
Cl -0.269 7.048 7.882
Cl -0.318 4.149 7.609
Cl -0.043 5.360 10.244
H -1.853 5.531 8.744
*
```

Values from the calculation:
Max |F| in eV Å⁻¹: 6.44
Kohn-Sham gap in eV: 1.51

[4]
# C22H47BrN4O3

A cluster of 4 separate species, C22H47BrN4O3 in total in a non-equilibrium geometry (wB97M-V/def2-TZVPD, OMol25).

The geometry in ORCA input format:
```
! RIJCOSX wB97M-V def2-TZVPD def2/J DEFGRID3
* xyz 0 1
N -2.129 3.608 -4.388
C -2.142 3.641 -3.020
C -1.207 4.063 -2.180
Br 0.459 4.784 -2.613
C -1.691 3.878 -0.810
O -1.130 3.862 0.238
O -3.083 3.615 -0.913
C -3.271 3.140 -2.166
O -4.127 2.396 -2.540
H -1.970 4.548 -4.732
H -3.033 3.318 -4.739
C -2.475 -1.045 -3.675
C -3.995 -1.059 -3.748
N -4.507 -1.864 -4.840
C -5.919 -1.648 -5.101
C -6.926 -2.038 -4.012
C -4.059 -3.244 -4.867
C -4.335 -4.117 -3.635
H -2.042 -0.740 -4.629
H -2.151 -0.334 -2.913
H -2.066 -2.019 -3.405
H -4.330 -0.030 -3.901
H -4.392 -1.376 -2.771
H -6.181 -2.164 -6.029
H -6.050 -0.583 -5.318
H -7.050 -3.117 -3.938
H -7.905 -1.619 -4.254
H -6.641 -1.653 -3.033
H -2.980 -3.243 -5.045
H -4.484 -3.725 -5.751
H -4.084 -3.606 -2.704
H -3.724 -5.020 -3.684
H -5.374 -4.436 -3.581
C 5.239 5.010 3.255
C 3.727 4.846 3.213
N 3.278 3.983 2.139
C 1.845 4.048 1.901
C 0.906 3.566 3.013
C 3.860 2.654 2.114
C 3.691 1.769 3.355
H 5.621 5.341 2.289
H 5.507 5.758 4.002
H 5.745 4.083 3.528
H 3.284 5.832 3.054
H 3.381 4.503 4.201
H 1.619 3.498 0.985
H 1.597 5.089 1.675
H 0.897 2.480 3.097
H -0.115 3.875 2.784
H 1.165 3.987 3.985
H 4.931 2.758 1.916
H 3.469 2.127 1.241
H 3.907 2.303 4.281
H 4.384 0.926 3.299
H 2.687 1.352 3.424
C 4.804 -4.002 2.982
C 3.753 -2.909 2.855
N 2.781 -3.174 1.813
C 1.963 -2.021 1.483
C 1.024 -1.466 2.560
C 2.083 -4.443 1.911
C 1.298 -4.737 3.196
H 5.288 -4.190 2.023
H 5.571 -3.694 3.694
H 4.381 -4.939 3.346
H 4.265 -1.976 2.604
H 3.284 -2.754 3.839
H 1.379 -2.255 0.589
H 2.642 -1.217 1.178
H 0.153 -2.101 2.712
H 0.653 -0.486 2.250
H 1.530 -1.333 3.517
H 2.817 -5.241 1.773
H 1.414 -4.532 1.052
H 1.871 -4.497 4.092
H 1.057 -5.801 3.240
H 0.355 -4.194 3.236
*
```

Values from the calculation:
Max |F| in eV Å⁻¹: 1.22
Kohn-Sham gap in eV: 7.15
Structure (SMILES): NC1=C(Br)C(=O)OC1=O.CCN(CC)CC.CCN(CC)CC.CCN(CC)CC

[5]
# C22H47Cl8F9N3O8

A cluster of 11 separate species, C22H47Cl8F9N3O8 in total in a non-equilibrium geometry (wB97M-V/def2-TZVPD, OMol25).

The geometry in ORCA input format:
```
! RIJCOSX wB97M-V def2-TZVPD def2/J DEFGRID3
* xyz 1 1
N -5.485 0.298 4.525
H -6.011 -0.288 3.892
H -4.525 0.105 4.280
H -5.698 0.004 5.467
H -5.746 1.264 4.389
N -1.785 -5.150 4.283
H -1.350 -5.865 4.849
H -1.497 -5.258 3.321
H -1.633 -4.160 4.410
H -2.786 -5.281 4.277
N -4.048 -5.984 -2.840
H -3.222 -5.869 -2.270
H -4.048 -5.259 -3.543
H -4.804 -5.917 -2.175
H -4.034 -6.920 -3.220
O -1.076 -1.008 2.515
C -1.048 -1.118 1.084
C -0.384 -2.288 0.332
O -0.970 -3.608 0.243
H -0.671 -0.215 0.604
H -2.117 -1.175 0.881
H 0.592 -2.466 0.784
H -0.256 -1.917 -0.685
C -5.242 -0.281 -4.496
C -5.624 -0.437 -5.983
O -4.509 -0.319 -6.894
C -3.633 -1.300 -7.036
O -3.686 -2.375 -6.433
C -2.564 -1.006 -8.140
F -1.401 -0.810 -7.511
F -2.310 -2.067 -8.975
F -2.787 0.137 -8.765
H -4.445 0.440 -4.317
H -4.961 -1.260 -4.108
H -6.126 0.001 -3.922
H -6.390 0.261 -6.321
H -6.062 -1.410 -6.202
C -0.003 2.260 8.929
C -1.194 3.037 8.478
O -1.828 3.528 9.653
C -3.129 3.814 9.607
O -3.897 3.488 8.690
C -3.682 4.626 10.753
F -2.758 5.257 11.458
F -4.589 5.488 10.393
F -4.375 3.750 11.485
H 0.496 1.735 8.114
H -0.464 1.469 9.520
H 0.683 2.765 9.609
H -1.889 2.438 7.890
H -0.896 3.882 7.857
C 5.000 -1.256 -4.691
C 5.433 0.197 -4.974
O 4.995 0.433 -6.292
C 5.065 1.721 -6.763
O 5.608 2.665 -6.221
C 4.587 1.844 -8.222
F 5.534 2.302 -9.008
F 4.171 0.731 -8.698
F 3.595 2.713 -8.287
H 5.541 -1.927 -5.358
H 3.949 -1.462 -4.896
H 5.195 -1.544 -3.658
H 6.519 0.155 -4.895
H 4.964 0.830 -4.221
Cl 5.722 -8.620 0.581
C 4.652 -7.222 0.108
C 3.832 -7.688 -1.153
Cl 4.916 -8.032 -2.470
H 5.363 -6.482 -0.260
H 3.948 -6.964 0.899
H 3.113 -6.904 -1.390
H 3.227 -8.566 -0.928
Cl 5.316 -1.767 3.808
C 4.871 -0.147 3.298
C 5.384 0.234 1.903
Cl 4.722 1.850 1.459
H 5.256 0.621 3.969
H 3.784 -0.101 3.364
H 5.060 -0.503 1.167
H 6.472 0.260 1.855
Cl -1.046 4.189 -5.314
C 0.109 3.919 -3.920
C 1.123 5.098 -3.822
Cl 0.450 6.612 -3.232
H 0.572 2.946 -4.084
H -0.522 3.824 -3.036
H 1.520 5.263 -4.824
H 1.862 4.801 -3.078
Cl -1.909 5.769 3.693
C -0.445 5.216 2.808
C 0.529 6.376 2.619
Cl 0.932 7.162 4.147
H -0.767 4.919 1.809
H -0.038 4.300 3.236
H 0.251 7.242 2.019
H 1.450 5.954 2.218
*
```

Values from the calculation:
Max |F| in eV Å⁻¹: 4.05
Kohn-Sham gap in eV: 3.07

Question: The lowest max |F| belongs to which entry?
Answer: C22H46BrN3O3P

Question: Which of these has the highest max |F|?
Answer: C22H47AlBCl7NNaO19PS